# 1
{"formula": "C35H56N4PTi", "method": "the ωB97M-V functional and the def2-TZVPD basis", "species": ["N", "C", "H", "C", "P", "C", "H", "H", "C", "C", "C", "H", "H", "C", "C", "C", "H", "H", "H", "H", "H", "H", "H", "H", "C", "H", "H", "C", "C", "H", "C", "H", "H", "H", "N", "H", "H", "C", "C", "H", "H", "H", "H", "H", "H", "H", "C", "C", "H", "N", "Ti", "H", "H", "H", "C", "C", "C", "H", "H", "H", "H", "C", "C", "H", "N", "H", "H", "C", "C", "C", "H", "H", "H", "H", "H", "H", "H", "C", "H", "H", "H", "C", "C", "H", "C", "C", "H", "H", "H", "C", "H", "H", "C", "C", "C", "H", "C"], "coordinates": [[-0.6105, 1.8879, -0.2791], [0.8921, 1.5082, -4.2371], [-3.2952, 1.2259, 1.0463], [-2.3745, 4.3552, -2.3835], [3.2338, -1.9441, -1.0138], [0.0518, 4.2970, -1.7888], [0.5447, -3.4181, -3.1970], [2.4324, 0.7364, -1.5420], [1.5075, 0.7046, 1.7320], [-0.7885, 0.3144, 2.5165], [-0.8136, 1.6021, 2.9977], [4.0473, -4.9243, 0.1017], [6.4675, -1.8999, -3.2178], [-1.8908, -0.6610, 2.8419], [5.2441, -0.0621, -1.5911], [-2.9448, 2.1140, -0.8662], [2.3221, -2.0711, 1.5397], [2.8969, 1.9781, -2.6215], [1.7647, -2.2973, -3.7881], [-2.1380, 0.0094, -4.6798], [1.6327, 2.1344, -4.7221], [0.3114, 4.5644, -2.8156], [6.0271, -1.7548, 0.3618], [0.7995, -1.8669, -2.3821], [4.0046, -1.0206, -3.5224], [5.4841, -4.1134, -0.5267], [3.3333, 4.5802, 0.9153], [-1.2138, 0.3295, -4.2143], [1.4572, 2.0078, 2.2504], [2.6548, 3.5400, 3.0878], [4.0957, -2.7776, 0.5088], [0.4501, -1.1961, 1.6236], [0.1382, 5.2005, -1.1755], [4.7316, -0.7751, 1.0730], [0.1909, 0.3505, -2.2449], [3.0703, -0.4738, -3.3916], [4.6785, -0.3943, -4.1157], [0.3366, -0.1251, 1.7784], [-1.3403, 3.7255, -1.7112], [0.6715, -4.6620, -1.3554], [5.3176, -4.4055, 1.2043], [0.7655, 3.5656, -1.4241], [3.8655, -4.8937, -2.0788], [-4.4712, 4.3958, -2.8723], [-1.6882, 1.9604, 3.5306], [6.1287, -0.2467, -0.9825], [2.6545, 2.9356, 2.1747], [-3.2750, 0.9282, -0.0058], [4.1031, 1.4799, 2.9024], [2.1351, 1.5570, -2.1148], [0.6013, 0.6351, -0.3327], [2.0259, -4.7333, -0.2337], [-1.6987, -1.6306, 2.3815], [-0.4718, 1.3947, -5.9471], [1.0685, 1.1388, -2.9326], [4.7697, -4.1327, 0.2951], [-3.9467, 2.7705, -1.5564], [0.9474, -3.3230, -0.2359], [3.5193, -2.8099, 2.6071], [1.5691, 4.4532, 1.0614], [2.4453, 3.3068, 0.0516], [3.1159, -4.4009, -2.6966], [3.0418, -2.8864, 1.6255], [4.0769, 1.6646, 1.1406], [2.3233, -0.7961, -0.5942], [-1.6631, -0.6321, -2.3460], [-1.9583, -0.8073, 3.9225], [2.4941, 3.8820, 0.9784], [0.2880, 2.4553, 2.8407], [1.4456, -4.0631, -0.8657], [2.5012, -3.8312, 1.5970], [-2.8628, -0.3083, 2.4965], [2.4525, 0.2413, 1.4933], [-4.9617, 2.3879, -1.4926], [5.4893, -2.0703, 2.0066], [3.6143, -3.9643, -3.5616], [0.2308, 3.4691, 3.2220], [3.9897, 2.1999, 2.0893], [-2.5092, 0.1563, -0.1039], [3.7978, -1.9161, -4.1085], [4.8134, 2.9148, 2.1438], [1.3029, -2.6913, -2.8861], [2.3012, -3.3611, -1.9304], [-4.2506, 0.5123, -0.2653], [-3.6809, 3.8936, -2.3274], [4.6664, -1.3664, -2.1786], [-2.1461, 5.2376, -2.9753], [5.5402, 0.6197, -2.3943], [4.5114, 0.4507, -0.9682], [-0.9644, -0.0279, -2.9123], [6.4301, -2.5199, -1.5718], [5.4631, -3.2962, -2.8317], [-0.2912, 1.1025, -4.9220], [-1.5888, 2.5548, -0.9325], [5.1505, -1.7809, 1.0067], [2.4347, -5.1728, -3.0711], [5.8159, -2.3377, -2.4533]], "atomic_forces_ev_per_a": [[-0.164, 0.129, 0.092], [0.181, 0.027, 0.200], [0.040, -0.055, 0.027], [-0.096, 0.025, -0.058], [0.681, -0.929, -0.282], [-0.140, -0.046, 0.030], [0.056, -0.058, 0.011], [0.746, -0.088, -0.548], [0.075, 0.033, 1.041], [-0.065, -0.136, 0.016], [0.036, 0.045, -0.009], [0.010, -0.018, -0.007], [0.011, -0.001, 0.002], [0.021, 0.058, -0.048], [0.011, 0.059, -0.013], [0.273, -0.127, 0.141], [0.058, -0.016, 0.033], [0.048, 0.133, 0.081], [-0.002, 0.021, 0.003], [-0.013, -0.015, 0.025], [0.018, 0.019, 0.046], [-0.005, -0.016, -0.011], [0.000, 0.016, 0.019], [0.027, -0.044, -0.092], [-0.045, -0.035, 0.002], [0.021, -0.044, 0.019], [0.010, -0.011, 0.005], [0.095, -0.005, 0.124], [-0.012, 0.107, 0.310], [-0.009, -0.006, 0.017], [-0.183, 0.252, -0.087], [0.022, 0.053, -0.156], [0.022, -0.013, 0.012], [0.034, 0.012, 0.016], [-0.068, -0.123, -1.256], [0.038, -0.020, -0.056], [0.051, -0.023, 0.023], [0.399, 0.069, 0.892], [0.197, -0.228, 0.223], [0.030, 0.005, -0.044], [-0.005, -0.013, 0.006], [0.101, 0.041, -0.046], [0.020, -0.031, -0.015], [0.001, -0.008, 0.005], [-0.007, -0.031, 0.010], [-0.023, 0.025, -0.015], [0.028, -0.004, -0.146], [0.008, 0.130, -0.067], [0.021, -0.018, -0.021], [-0.317, -0.258, 0.436], [-0.065, -0.303, 0.067], [-0.001, 0.002, 0.022], [-0.033, -0.005, -0.007], [0.011, 0.014, 0.014], [-0.090, 0.012, -0.751], [-0.013, 0.040, -0.006], [-0.046, 0.016, -0.059], [-0.028, -0.048, 0.018], [0.047, -0.044, -0.016], [-0.010, -0.005, -0.063], [0.006, 0.028, -0.032], [0.029, 0.023, 0.047], [-0.027, 0.012, -0.015], [0.008, -0.026, 0.002], [-0.537, 0.509, 0.246], [-0.011, 0.039, 0.009], [-0.003, -0.033, -0.004], [-0.020, -0.032, 0.117], [-0.007, -0.110, -0.057], [0.014, 0.009, -0.005], [-0.023, 0.013, -0.018], [-0.002, 0.000, -0.017], [0.001, 0.061, -0.193], [0.007, -0.007, 0.006], [-0.022, -0.053, -0.007], [-0.014, -0.026, -0.017], [0.042, 0.010, -0.006], [-0.052, 0.049, 0.035], [-0.053, -0.061, 0.025], [-0.022, 0.017, 0.001], [0.009, -0.011, -0.010], [-0.043, 0.021, 0.078], [-0.093, 0.323, 0.139], [0.003, -0.016, 0.002], [0.015, 0.032, -0.005], [-0.297, 0.085, 0.175], [0.026, -0.015, -0.007], [0.004, -0.052, -0.034], [-0.027, 0.043, -0.018], [-0.169, -0.018, -0.158], [0.001, 0.005, 0.009], [0.070, 0.014, 0.003], [-0.130, -0.028, -0.206], [-0.638, 0.697, -0.201], [-0.004, 0.008, -0.006], [-0.009, -0.001, -0.006], [-0.040, -0.031, 0.014]], "total_charge": -1, "fmax_ev_per_a": 1.264, "molar_mass_g_mol": 611.70, "lumo_ev": [2.57, 2.57], "multiplicity": 3, "orbital_gap_ev": [3.8, 6.2], "homo_energy_ev": [-1.23, -3.61]}

# 2
{"formula": "C35H57FN9O3SiSm", "method": "the ωB97M-V functional and the def2-TZVPD basis", "species": ["C", "H", "C", "N", "H", "O", "H", "C", "H", "H", "C", "H", "C", "C", "H", "C", "H", "N", "C", "N", "C", "H", "C", "C", "Sm", "N", "C", "H", "C", "H", "C", "H", "C", "C", "C", "H", "H", "H", "H", "H", "N", "C", "H", "C", "H", "H", "H", "H", "H", "H", "H", "C", "H", "O", "H", "H", "C", "H", "H", "H", "H", "C", "Si", "H", "H", "C", "H", "H", "H", "C", "H", "H", "C", "H", "H", "H", "H", "H", "H", "H", "H", "H", "H", "C", "C", "H", "H", "N", "H", "H", "C", "N", "C", "H", "C", "H", "H", "N", "C", "N", "F", "O", "C", "C", "C", "H", "C"], "coordinates": [[3.0256, 1.6047, 0.9042], [2.8318, 1.4453, -0.1633], [2.4781, 0.0278, 4.8752], [1.2090, 0.7795, 4.6740], [-0.6670, -1.7868, -7.8192], [0.1423, -3.7918, 1.9050], [-4.3061, -1.6099, 5.8641], [3.6009, -0.1454, 2.5531], [-4.2142, -0.5787, -1.6786], [0.7414, -3.5276, -7.6683], [-2.6701, -0.7098, 4.8442], [-0.6339, 2.1183, 5.9370], [0.5495, -0.2588, -8.4364], [1.1045, -1.0454, -4.7791], [2.7345, 3.7242, 0.8698], [0.6157, -2.3652, 0.1266], [-4.3909, 3.1370, 0.4606], [1.1123, -1.0544, -6.1851], [-3.0247, 0.1335, 2.6807], [0.8271, 2.7933, 1.0857], [0.7761, 0.1202, -6.9629], [2.2459, -1.0194, 4.7264], [1.9927, -1.9188, -6.9232], [-4.3659, -0.2637, 2.7582], [-0.1446, 0.6174, 2.3514], [-2.2020, -0.0678, 3.7504], [1.1123, -2.2891, -2.6682], [4.0923, 1.7907, 1.0185], [1.2783, 2.1975, 5.0430], [2.4518, -2.6581, -6.2738], [-2.1241, 1.8512, -1.2050], [4.6027, -0.0465, 2.1076], [-1.6960, -0.9695, 5.9619], [2.2773, 2.8582, 1.3426], [-1.2050, 3.9688, 3.3652], [-2.0473, 3.8636, 2.6888], [1.8096, 2.3544, 5.9924], [-0.7813, 4.0742, 0.6843], [-0.2163, 5.6997, 2.5481], [-2.7979, 2.1848, -2.0151], [-2.4102, 0.7202, 1.6160], [0.8097, 0.0900, -2.6767], [-2.8803, -1.3729, -0.8152], [1.1916, -2.2364, -4.0798], [-5.3671, 2.1149, -0.6045], [-5.8885, -1.1533, 3.9811], [-0.0592, -5.8976, -2.0651], [-1.5003, 4.6577, 4.1673], [1.5508, 0.8965, -6.9715], [0.6936, 2.4787, 0.1148], [-0.0890, 3.7465, 5.5812], [-0.0429, 4.6167, 2.6194], [2.8117, -1.3350, -7.3694], [0.4460, -1.6126, 2.3749], [2.3302, -0.3078, 1.0275], [0.7804, 4.8682, 0.6485], [0.5178, -5.6038, -2.9514], [-1.6052, -0.0736, 6.5735], [-0.2473, 0.3724, -8.8171], [1.0415, -4.4158, -0.1337], [2.8337, 0.1269, 5.9085], [0.1784, 4.1278, 1.1898], [-3.2149, 0.9724, 0.0786], [2.3232, -4.5294, -3.3850], [-2.0871, -1.7508, 6.6197], [0.3496, -2.6458, 1.6173], [-1.7833, 2.1818, 4.1341], [0.5368, 0.3545, 5.3165], [-4.4563, -1.2198, -0.0489], [-4.7279, 2.0991, 0.2911], [1.7943, 2.7856, 4.2621], [3.7040, 1.5359, 3.9513], [1.2073, -2.6111, -8.0359], [0.8955, -6.5214, -3.3900], [3.3774, -1.2132, 2.6501], [4.5471, 0.0930, 4.4353], [1.2996, -3.1592, -4.6345], [-5.3698, 1.8560, 1.1417], [-0.1627, -5.1071, -3.6482], [-1.5856, 2.7302, -0.8323], [0.8910, 4.4924, 3.1866], [0.6554, 1.0083, -2.1174], [2.4379, 2.9525, 2.4231], [-4.8534, -0.8765, 3.8903], [1.6764, -4.7282, -2.5411], [-1.4183, 1.1312, -1.6352], [1.4173, -0.1468, -9.0624], [0.1147, -1.6837, -8.4676], [-5.0271, -0.1029, 1.9149], [1.8578, -2.8673, -8.8647], [-0.1261, 2.7145, 5.1863], [-0.8878, 2.6427, 3.9325], [0.5410, -1.0906, -0.5222], [-0.7305, -1.2707, 5.5529], [-3.9828, -1.1053, 4.9612], [-0.1328, 0.5574, -6.5610], [-0.2329, -1.9355, -9.4093], [2.5877, 0.4247, 1.6615], [-3.7517, -0.6968, -0.6836], [1.2342, -3.4338, -1.9505], [0.9485, 1.3172, -4.6519], [0.2465, 0.0159, 0.0049], [0.9589, -3.4477, -0.6306], [3.6317, 0.4415, 3.9653], [0.9531, 0.1243, -4.0271], [2.2729, -5.2362, -1.7837], [0.8516, -1.0960, -1.9526]], "atomic_forces_ev_per_a": [[-0.714, 0.182, -0.180], [0.079, -0.061, 0.049], [0.051, 0.267, -0.012], [0.267, -0.299, 0.005], [-0.029, -0.034, 0.013], [-0.213, -0.900, 0.735], [-0.037, 0.061, -0.119], [0.165, -0.096, 0.468], [0.105, 0.074, 0.351], [-0.093, 0.120, -0.129], [0.204, 0.086, -0.129], [-0.166, -0.120, 0.224], [-0.492, 0.201, 0.708], [-0.044, -0.337, -0.143], [0.007, 0.281, -0.160], [-0.178, 0.447, -0.042], [-0.047, -0.287, -0.102], [-0.147, 0.028, 0.011], [0.518, 0.172, 0.143], [-0.137, -0.186, -0.364], [0.109, 0.550, -0.173], [-0.060, -0.299, -0.109], [0.581, -0.038, -0.121], [-0.865, -0.292, -0.169], [0.073, -0.533, -0.201], [-0.058, -0.296, 0.117], [-0.165, 1.275, -0.368], [0.142, -0.072, 0.037], [0.293, 0.176, -0.098], [0.014, -0.038, -0.089], [-0.225, -0.357, 0.008], [-0.161, -0.064, 0.031], [-0.416, -0.066, -0.103], [0.210, -0.261, 0.428], [0.342, 0.319, 0.111], [-0.200, -0.110, -0.087], [0.070, -0.064, -0.122], [-0.165, -0.080, -0.078], [-0.033, -0.260, 0.136], [0.253, -0.065, 0.302], [0.181, 0.202, -0.490], [-0.110, 0.630, 0.354], [-0.331, 0.356, 0.111], [0.177, -0.369, 0.455], [0.213, -0.046, 0.160], [-0.228, -0.115, -0.144], [0.020, 0.109, -0.218], [-0.120, -0.153, -0.029], [-0.024, -0.056, 0.213], [0.091, 0.053, 0.428], [-0.105, -0.314, -0.203], [0.387, 0.024, -0.157], [-0.003, -0.064, 0.114], [-0.277, 0.442, 0.284], [-0.117, -0.177, -0.317], [0.018, -0.061, 0.036], [-0.458, -0.130, 0.405], [0.240, 0.148, 0.088], [-0.049, -0.104, -0.288], [-0.071, 0.257, -0.109], [-0.238, 0.147, 0.019], [0.190, -0.123, 0.149], [-0.512, -0.112, 0.070], [0.229, 0.203, -0.073], [0.226, 0.054, -0.144], [0.413, 0.972, -1.068], [0.410, 0.186, -0.124], [0.093, 0.054, -0.177], [-0.191, -0.105, 0.139], [0.117, 0.263, -0.031], [-0.079, -0.387, 0.367], [0.095, -0.079, -0.123], [0.222, -0.482, 0.601], [0.017, -0.094, -0.189], [0.077, 0.085, -0.056], [0.150, -0.048, 0.078], [-0.068, 0.016, 0.071], [0.095, -0.074, -0.101], [0.118, -0.057, 0.010], [-0.079, -0.158, -0.049], [-0.198, 0.165, -0.008], [0.018, -0.062, -0.243], [-0.059, 0.183, -0.183], [0.727, 0.382, 0.200], [-0.230, 0.271, 0.085], [-0.076, 0.252, 0.099], [0.360, -0.109, -0.175], [-0.399, -0.238, -1.001], [0.123, -0.006, 0.105], [-0.121, 0.137, -0.297], [-0.037, 0.667, 0.259], [-0.593, -0.039, -0.235], [0.213, -0.039, -0.225], [-0.009, -0.069, 0.124], [-0.103, -0.181, 0.021], [-0.044, 0.078, -0.018], [0.171, 0.058, 0.526], [-0.111, 0.293, 0.257], [0.696, 0.229, -0.362], [0.259, -1.450, 0.307], [0.013, 0.179, 0.041], [0.056, -0.192, 0.357], [0.170, -0.118, 0.087], [-0.311, 0.192, -0.207], [0.019, 0.108, 0.107], [0.036, 0.123, -0.052], [-0.127, -0.732, -0.408]], "total_charge": 2, "fmax_ev_per_a": 1.504, "molar_mass_g_mol": 849.35, "lumo_ev": [-4.82, -4.82], "multiplicity": 6, "orbital_gap_ev": [6.4, 6.4], "homo_energy_ev": [-11.20, -11.22]}